141
Properties=species:S:1:pos:R:3:lowdin_charge:R:1 method="wB97M-V/def2-TZVPD" molar_mass_da=737.11 lumo_energy_ev=0.5657 e_tot_ev=-66340.63495 relative_energy_kj_mol=172.1 e_homo_ev=-7.95 gap_ha=0.3131
C 7.059 15.858 9.973 0.014
C 8.353 16.556 10.499 -0.442
C 8.076 17.293 11.759 -0.183
C 9.309 17.723 12.466 -0.199
C 10.101 16.487 12.894 -0.093
C 10.469 15.588 11.673 -0.509
N 9.276 15.489 10.858 -0.086
O 9.627 14.664 9.784 -0.092
C 11.612 16.189 10.875 -0.015
C 10.845 14.204 12.041 -0.024
C 9.030 17.614 9.503 0.003
H 7.333 14.881 9.629 0.042
H 6.560 16.453 9.248 0.073
H 6.435 15.761 10.847 0.074
H 7.485 18.160 11.575 0.120
H 7.516 16.718 12.512 0.131
H 8.921 18.272 13.332 0.120
H 9.970 18.437 11.951 0.110
H 9.306 15.885 13.454 0.140
H 10.808 16.827 13.602 0.074
H 11.373 17.222 10.536 0.094
H 12.427 16.266 11.600 0.065
H 12.047 15.545 10.145 0.064
H 10.673 13.430 11.262 0.089
H 11.914 14.102 12.360 0.099
H 10.203 13.993 12.941 0.090
H 8.294 18.322 9.185 0.070
H 9.562 17.236 8.619 0.080
H 9.690 18.268 9.986 0.031
H 10.287 15.095 9.186 0.065
C 15.538 15.989 11.034 -0.036
C 15.569 17.093 12.161 -0.494
C 14.876 18.360 11.597 -0.150
C 14.508 19.371 12.620 -0.206
C 13.598 18.732 13.598 -0.130
C 14.264 17.523 14.309 -0.521
N 14.679 16.600 13.232 -0.082
O 15.377 15.529 13.846 -0.087
C 15.489 17.905 15.187 -0.014
C 13.245 16.838 15.145 -0.056
C 17.058 17.241 12.494 -0.035
H 14.513 15.671 10.946 0.055
H 16.128 15.079 11.267 0.089
H 15.920 16.436 10.112 0.059
H 15.532 18.773 10.751 0.142
H 13.910 18.043 11.029 0.134
H 14.029 20.246 12.199 0.115
H 15.485 19.682 12.965 0.109
H 12.706 18.279 13.162 0.106
H 13.243 19.403 14.389 0.125
H 14.996 18.440 16.096 0.117
H 15.942 16.969 15.575 0.090
H 16.199 18.537 14.788 0.028
H 12.649 17.447 15.865 0.104
H 12.495 16.397 14.518 0.045
H 13.655 16.030 15.778 0.095
H 17.542 17.115 11.445 0.109
H 17.356 16.341 13.126 0.104
H 17.424 18.112 12.934 0.038
H 14.983 14.638 13.592 0.084
C 16.496 15.161 7.529 -0.084
C 15.118 15.194 6.955 -0.299
O 14.176 14.979 8.010 -0.100
H 16.745 15.922 8.261 0.052
H 17.297 15.324 6.769 0.092
H 16.688 14.265 8.137 0.070
H 14.949 14.428 6.166 0.122
H 14.863 16.143 6.518 0.107
H 14.201 14.015 8.129 0.058
C 12.534 6.159 7.642 -0.072
C 11.952 7.114 6.520 -0.253
O 12.793 8.287 6.308 -0.136
H 11.874 5.381 7.815 0.037
H 12.597 6.769 8.516 0.050
H 13.570 5.812 7.352 0.092
H 10.952 7.470 6.847 0.100
H 11.896 6.547 5.539 0.119
H 13.426 8.446 7.030 -0.002
C 11.527 14.008 5.613 -0.084
C 10.526 14.647 6.556 -0.259
O 11.159 15.386 7.622 -0.114
H 12.308 14.632 5.285 0.051
H 10.942 13.669 4.723 0.094
H 12.011 13.093 6.001 0.071
H 9.878 13.900 6.987 0.093
H 9.983 15.389 5.877 0.133
H 12.100 15.542 7.492 0.065
C 12.747 10.974 10.624 -0.034
C 13.216 12.197 9.856 -0.245
O 13.799 11.841 8.604 -0.110
H 11.959 10.394 10.132 0.078
H 12.381 11.247 11.582 0.035
H 13.560 10.281 10.905 0.082
H 13.998 12.671 10.406 0.095
H 12.503 12.907 9.627 0.086
H 13.104 11.552 8.021 0.045
C 16.433 11.674 13.221 -0.053
C 14.967 11.827 13.667 -0.281
O 14.313 13.019 13.178 -0.135
H 16.882 12.740 13.136 0.118
H 16.440 11.275 12.263 -0.003
H 17.005 10.945 13.743 0.064
H 14.826 11.726 14.729 0.105
H 14.401 10.991 13.223 0.101
H 13.392 12.610 13.276 0.060
C 11.313 12.744 15.070 -0.111
O 11.849 11.955 13.992 -0.162
H 11.906 12.561 15.979 0.087
H 11.340 13.836 14.863 0.072
H 10.278 12.526 15.235 0.074
H 11.174 11.373 13.637 0.038
C 15.243 7.940 8.972 -0.102
O 14.554 8.822 8.070 -0.136
H 15.287 6.847 8.643 0.099
H 16.290 8.213 8.975 0.080
H 14.723 7.957 9.891 0.064
H 14.831 9.694 8.383 0.061
C 9.994 10.793 7.542 -0.089
O 11.448 10.782 7.573 -0.155
H 9.651 9.955 8.197 0.091
H 9.650 11.709 8.010 0.052
H 9.555 10.802 6.548 0.081
H 11.834 10.052 7.067 0.058
C 6.813 12.488 10.427 -0.158
O 8.220 12.349 10.377 -0.137
H 6.503 13.389 10.980 0.069
H 6.309 12.594 9.463 0.079
H 6.369 11.583 10.895 0.089
H 8.538 13.108 9.860 0.039
C 17.014 11.611 9.675 -0.193
O 16.579 11.417 8.374 -0.141
H 17.272 10.651 10.228 0.088
H 17.913 12.233 9.647 0.079
H 16.250 12.157 10.302 0.074
H 15.631 11.646 8.209 0.055
C 9.192 9.701 12.439 -0.166
O 9.570 11.001 12.722 -0.145
H 8.145 9.502 12.677 0.078
H 9.339 9.488 11.421 0.047
H 9.884 8.913 12.957 0.122
H 9.209 11.692 12.130 0.073